Record 1
A structure of composition C7H15AsIN3S5Ti in a non-equilibrium geometry. Source: the Open Molecules 2025 dataset; level of theory: ωB97M-V/def2-TZVPD.

Calculated values
LUMO level (alpha / beta) in eV: 1.97 / 1.97
Spin multiplicity: 2
Energy above the lowest of the compared OMol25 structures with the same formula, charge and spin in kJ/mol: 61.0
Expectation value of S²: 0.757
Net charge: -1

Element x y z (Å)
Ti (7.738, 5.786, 7.212)
C (5.301, 6.819, 8.954)
C (6.160, 8.009, 9.297)
N (7.530, 7.659, 8.851)
C (8.272, 8.894, 8.624)
C (7.988, 9.499, 7.276)
S (7.466, 8.367, 6.044)
C (5.707, 8.434, 6.258)
C (4.948, 7.130, 6.501)
N (5.525, 6.306, 7.616)
H (4.288, 7.119, 9.146)
H (5.446, 5.948, 9.634)
H (6.315, 8.114, 10.383)
H (5.769, 8.956, 8.894)
H (7.916, 7.160, 9.685)
H (9.368, 8.737, 8.814)
H (7.986, 9.657, 9.389)
H (8.823, 10.059, 6.921)
H (7.184, 10.278, 7.332)
H (5.341, 8.858, 5.333)
H (5.401, 9.153, 6.982)
H (5.020, 6.438, 5.596)
H (3.927, 7.432, 6.665)
H (5.244, 5.325, 7.618)
S (8.667, 6.061, 11.418)
As (9.214, 4.722, 9.874)
S (10.036, 5.751, 8.058)
S (7.463, 4.006, 8.741)
S (10.548, 3.184, 10.467)
N (9.707, 6.035, 4.521)
C (9.080, 6.014, 5.474)
H (10.197, 5.734, 3.722)
I (6.664, 3.708, 5.456)

---

Record 2
A structure of composition C7H15AuClINOP in a non-equilibrium geometry. Source: the Open Molecules 2025 dataset; level of theory: ωB97M-V/def2-TZVPD.

Calculated values
LUMO level (alpha / beta) in eV: -10.57 / -10.96
Spin multiplicity: 3
Energy above the lowest of the compared OMol25 structures with the same formula, charge and spin in kJ/mol: 273.4
Expectation value of S²: 2.053
Net charge: +2

Element x y z (Å)
C (-0.866, -2.688, -0.959)
I (3.552, -0.346, -0.694)
H (-1.846, -2.179, -0.873)
H (-0.712, -3.461, -0.192)
H (-0.672, -3.089, -1.962)
Au (0.656, -1.369, -0.497)
P (-0.108, 0.983, -1.354)
C (1.299, 1.704, -2.262)
C (-1.360, 0.817, -2.663)
H (-1.576, 2.120, 0.138)
H (-0.691, 3.326, -0.886)
H (0.136, 2.498, 0.492)
C (-0.609, 2.396, -0.308)
H (-2.317, 0.586, -2.179)
H (-1.436, 1.767, -3.211)
H (0.939, 2.553, -2.837)
H (1.740, 0.978, -2.947)
H (-1.087, 0.010, -3.359)
H (2.082, 2.060, -1.585)
C (1.811, -0.072, 0.629)
O (1.798, 0.531, 1.647)
Cl (-1.834, -0.235, 0.331)
C (0.139, -1.371, 4.728)
C (0.265, -1.663, 3.321)
N (0.386, -1.987, 2.208)
H (-0.579, -0.551, 4.871)
H (1.111, -1.065, 5.132)
H (-0.222, -2.255, 5.269)

---

Record 3
An isolated molecule of C7H15B in a non-equilibrium geometry. Source: the Open Molecules 2025 dataset; level of theory: ωB97M-V/def2-TZVPD.

Calculated values
LUMO level in eV: 0.67
Spin multiplicity: 1
Energy above the lowest of the compared OMol25 structures with the same formula, charge and spin in kJ/mol: 235.1
Net charge: 0

Element x y z (Å)
C (0.773, 2.348, -0.008)
C (0.395, 1.106, -0.131)
C (-0.922, 0.778, -0.674)
C (-1.671, 0.135, 0.439)
C (-2.885, -0.564, -0.065)
B (1.527, -0.202, 0.088)
C (1.633, -1.212, -1.198)
C (2.163, -0.759, 1.391)
H (0.137, 3.109, -0.354)
H (1.644, 2.557, 0.508)
H (-1.356, 1.712, -0.870)
H (-0.885, 0.099, -1.452)
H (-1.977, 0.887, 1.209)
H (-0.913, -0.588, 0.882)
H (-3.334, -0.126, -1.039)
H (-2.638, -1.652, -0.200)
H (-3.642, -0.562, 0.750)
H (1.883, -0.801, -2.135)
H (0.610, -1.622, -1.307)
H (2.285, -2.004, -1.030)
H (1.982, -1.715, 1.634)
H (1.934, -0.151, 2.406)
H (3.257, -0.774, 1.157)

---

Record 4
A structure of composition C7H15Br2P in a non-equilibrium geometry. Source: the Open Molecules 2025 dataset; level of theory: ωB97M-V/def2-TZVPD.

Calculated values
LUMO level (alpha / beta) in eV: -0.69 / -0.51
Spin multiplicity: 1
Energy above the lowest of the compared OMol25 structures with the same formula, charge and spin in kJ/mol: 85.2
Net charge: 0

Element x y z (Å)
C (-1.647, -1.470, -1.431)
C (-0.720, -1.327, 0.868)
C (-1.563, 0.842, -0.278)
C (1.611, 2.073, 1.370)
C (3.536, -0.041, -0.378)
C (0.481, -0.064, -0.989)
C (-0.854, -0.560, -0.386)
P (2.018, -0.890, -0.794)
Br (1.978, 3.373, -0.104)
Br (4.898, -1.303, 0.080)
H (-2.444, -2.081, -0.915)
H (-1.998, -0.927, -2.300)
H (-0.872, -2.186, -1.625)
H (0.167, -0.968, 1.438)
H (-0.664, -2.418, 0.789)
H (-1.613, -1.189, 1.401)
H (-1.812, 0.753, 0.783)
H (-1.093, 1.676, -0.556)
H (-2.408, 0.819, -0.837)
H (1.050, 2.449, 2.329)
H (1.372, 1.217, 0.835)
H (2.607, 1.984, 1.806)
H (3.871, 0.637, -1.134)
H (0.189, 0.339, -2.032)
H (1.831, -1.501, 0.337)

---

Record 5
A structure of composition C7H15BrNO8PPdSe. Source: the Open Molecules 2025 dataset; level of theory: ωB97M-V/def2-TZVPD.

Calculated values
LUMO level (alpha / beta) in eV: 0.41 / -4.23
Spin multiplicity: 5
Energy above the lowest of the compared OMol25 structures with the same formula, charge and spin in kJ/mol: 21.5
Expectation value of S²: 6.022
Net charge: 0

Element x y z (Å)
Pd (2.953, 0.062, -0.711)
O (3.101, 0.606, 3.463)
Se (2.890, 0.403, 1.898)
O (3.294, -1.057, 1.224)
O (3.709, 1.446, 0.876)
O (1.262, 0.641, 1.447)
O (3.063, 4.133, -1.004)
C (2.770, 3.038, -1.257)
N (2.416, 1.906, -1.569)
Br (4.061, -1.418, -2.153)
C (-2.732, 1.583, 0.904)
C (-1.232, 1.459, 0.869)
O (-0.919, 0.277, 0.084)
P (0.467, -0.464, -0.118)
O (0.510, -1.788, 0.720)
C (-0.680, -2.534, 1.075)
C (-1.215, -2.056, 2.405)
O (0.181, -1.081, -1.580)
C (-0.172, -0.214, -2.679)
C (-1.609, -0.460, -3.075)
H (-3.004, 2.524, 1.383)
H (-3.183, 0.765, 1.467)
H (-3.143, 1.579, -0.107)
H (-0.804, 1.356, 1.860)
H (-0.775, 2.318, 0.379)
H (-0.353, -3.569, 1.127)
H (-1.415, -2.441, 0.274)
H (-0.412, -2.036, 3.143)
H (-1.995, -2.734, 2.755)
H (-1.635, -1.051, 2.326)
H (0.512, -0.453, -3.491)
H (-0.012, 0.830, -2.402)
H (-1.759, -1.517, -3.297)
H (-1.857, 0.120, -3.966)
H (-2.284, -0.174, -2.268)

---

Record 6
A structure of composition C7H15ClLiNO5 in a non-equilibrium geometry. Source: the Open Molecules 2025 dataset; level of theory: ωB97M-V/def2-TZVPD.

Calculated values
LUMO level in eV: 3.62
Spin multiplicity: 1
Energy above the lowest of the compared OMol25 structures with the same formula, charge and spin in kJ/mol: 499.0
Net charge: -2

Element x y z (Å)
Li (-14.837, -11.700, 11.290)
Cl (-13.841, -14.788, 12.564)
C (-16.953, -11.602, 8.311)
O (-17.372, -12.041, 9.394)
O (-17.394, -12.157, 7.268)
O (-15.765, -11.230, 8.332)
C (-12.106, -5.796, 13.484)
O (-12.444, -6.047, 12.109)
C (-13.169, -7.243, 11.755)
C (-14.387, -7.629, 12.656)
N (-14.080, -8.658, 13.668)
C (-15.224, -8.909, 14.549)
C (-15.173, -7.843, 15.640)
O (-13.827, -7.852, 16.272)
C (-13.493, -8.735, 17.373)
H (-12.991, -5.589, 14.085)
H (-11.448, -4.928, 13.530)
H (-11.512, -6.505, 14.061)
H (-12.473, -8.056, 11.549)
H (-13.733, -7.079, 10.837)
H (-15.121, -8.140, 12.033)
H (-14.738, -6.664, 13.023)
H (-13.321, -8.408, 14.286)
H (-15.069, -9.832, 15.108)
H (-16.113, -8.840, 13.923)
H (-15.877, -8.063, 16.442)
H (-15.453, -6.847, 15.296)
H (-13.982, -8.472, 18.311)
H (-12.409, -8.630, 17.334)
H (-13.733, -9.749, 17.052)

---

Results for energy: -5814.0638 -1639.8402 -300.4839 -5764.8882 -6376.8930 -1174.2696 (in Ha, following the order of the records).